(1)
102
Properties=species:S:1:pos:R:3:forces:R:3:mulliken_charge:R:1 method="wB97M-V/def2-TZVPD" multiplicity=1 total_charge=-2 e_lumo_ev="0.34 / 1.13" orbital_gap_ha="0.11999 / 0.14888"
Cd -3.93384 2.03653 -1.76993 0.023 0.053 0.061 0.000
C 5.86484 -0.74721 2.11024 -3.337 1.817 1.215 -0.846
Si 4.70239 -0.77239 3.78146 0.358 -4.549 -0.364 0.477
C 4.55210 -2.48507 4.95103 7.395 -2.521 -15.043 -1.038
C 5.01637 0.54684 4.93482 3.105 2.066 1.002 -0.893
N 2.91364 -1.21346 3.28801 -0.537 0.455 -0.808 -0.037
C 2.18837 -2.01700 2.80606 4.610 0.707 -1.316 0.386
C 2.03843 -3.62692 2.46555 2.607 -0.201 -1.306 -0.523
C 1.77254 -4.24440 0.94871 1.992 1.727 3.869 -0.548
C 0.53007 -4.24989 0.38442 2.033 0.567 -0.301 0.243
C -0.63410 -3.92298 1.02204 0.930 3.604 1.663 -0.686
C -1.91988 -3.74557 0.45084 2.964 0.104 0.777 0.603
N -2.93042 -3.69351 -0.07278 -1.746 0.124 -0.776 -0.467
Si 0.15295 1.18483 5.01753 -1.966 3.789 1.213 0.603
C -1.20718 2.09793 4.00069 -3.135 -4.907 -1.060 -1.117
C 0.39607 2.38232 6.53492 -1.617 0.144 -1.056 -1.230
C 0.90000 -0.35326 5.31841 -0.622 -3.314 -2.632 -0.526
H 6.93561 -0.47179 2.00070 -0.940 -0.102 0.675 0.325
H 5.16329 0.18115 1.93035 1.677 -0.706 -0.675 0.177
H 5.51889 -1.40859 1.31726 0.159 -0.307 0.260 0.318
H 4.21336 -2.12746 5.71682 -3.426 3.011 9.039 0.618
H -0.01692 -2.77820 1.66292 -3.347 -2.265 -0.970 0.258
H 5.74054 -2.79549 4.51273 -3.238 0.487 2.740 0.256
H 4.20104 1.21637 5.05931 -0.838 0.530 0.433 0.307
H 5.92686 1.23859 4.62139 -1.775 -1.453 0.426 0.296
H 5.32735 0.07900 5.93199 -0.676 0.664 -1.360 0.276
H 3.09880 -4.00960 2.95939 -3.700 0.711 -0.680 0.445
H 2.67932 -4.18329 0.41575 0.678 -0.162 -1.081 0.443
H 1.07864 -3.82361 -0.47828 -1.798 -1.322 -2.204 -0.001
H 3.94285 -2.89464 4.08439 0.498 -0.390 2.445 -0.219
H -1.45505 3.07875 3.71705 0.376 1.783 0.738 0.429
H 1.13733 -3.03721 2.22754 -3.200 -2.603 2.150 -0.153
H -1.26913 1.62850 2.93893 0.001 0.149 1.684 0.289
H 0.15470 1.71367 7.29603 -0.342 -1.770 1.634 0.365
H -0.29398 3.20165 6.83576 0.145 -0.246 -1.300 0.364
H 1.33591 2.70481 6.84584 2.024 0.468 -0.034 0.434
H 2.26450 -2.93811 -2.05097 0.004 0.662 -1.848 0.156
H 0.48459 -1.28271 4.53188 0.971 2.609 2.391 0.138
H -4.74770 -2.13660 7.40060 0.681 0.080 0.962 0.005
N 5.53304 4.90422 -2.02315 0.547 -1.242 -0.968 -0.579
C 5.61289 3.97488 -3.10529 -0.156 -0.173 -1.991 0.804
C 6.46543 4.05557 -4.27367 0.292 0.733 1.013 -0.409
C 6.16562 3.37183 -5.44775 -2.030 -0.656 0.094 -0.553
C 4.99257 2.55637 -5.54922 1.697 -1.038 1.333 -0.286
C 4.34260 2.21644 -4.30985 0.855 -0.092 -2.665 -0.305
C 4.65071 2.95883 -3.19726 -0.968 1.213 1.491 -0.478
S 4.87956 1.72913 -7.23053 -0.104 2.668 -0.152 1.214
O 5.75644 2.73128 -8.02221 -2.985 -2.931 1.192 -0.764
O 5.33344 0.37409 -7.20164 2.005 -0.856 0.166 -0.649
N 3.29290 1.39668 -7.41152 -0.605 1.267 -0.484 -0.672
C 2.37077 2.29803 -6.97354 0.169 -3.131 0.289 0.758
N 1.17716 1.78488 -6.46681 1.253 1.099 0.022 -0.696
C 0.68814 2.55941 -5.49428 -2.591 -2.742 -1.391 0.025
C 1.18775 3.74778 -5.08883 0.195 1.860 1.308 -0.519
C 2.20874 4.24224 -5.90508 -0.626 0.970 1.883 -0.250
N 2.73125 3.54638 -6.86094 0.995 1.800 -0.707 -0.511
H 6.14363 5.72181 -2.18430 -1.447 -0.490 0.643 0.217
H 4.57853 4.87676 -1.59731 1.700 0.938 -0.559 0.218
H 7.36350 4.70588 -4.31344 -0.692 -0.240 0.323 0.201
H 6.67604 3.44077 -6.41427 0.287 0.410 0.756 0.479
H 3.61663 1.40214 -4.22618 -0.018 0.516 -0.311 0.539
H 3.87587 2.97094 -2.40917 0.586 -0.471 0.000 0.069
H -0.30565 2.16575 -5.12608 1.197 0.536 0.066 0.388
H 0.71070 4.24781 -4.20787 0.781 -0.194 -1.059 0.344
H 2.69001 5.19558 -5.68266 -0.312 0.151 -0.233 0.403
C -5.38754 -5.90177 -0.73018 -2.223 1.149 0.335 -0.206
C -6.52680 -6.48385 -1.32737 0.675 0.541 0.755 -0.337
C -7.83397 -5.92293 -1.13506 1.696 0.926 0.775 -0.078
N -8.05624 -4.80049 -0.41033 0.456 0.642 0.460 -0.537
C -6.97858 -4.09314 0.21527 -0.234 -6.980 -3.758 -0.477
C -5.76071 -4.75329 0.04334 1.350 0.035 -0.293 -0.112
H -4.27339 -6.16996 -0.72710 -2.089 0.070 -0.309 0.294
H -6.44634 -7.40210 -1.86345 -0.038 -0.527 -0.508 0.330
H -8.66068 -6.51605 -1.59790 0.357 1.071 0.608 0.281
H -7.06981 -3.43059 0.99646 -0.924 1.919 1.006 0.449
H -4.87896 -4.39504 0.48622 0.583 1.100 0.948 0.412
Se -10.71531 4.57214 5.13331 0.136 3.461 2.001 0.141
N -9.73612 3.38395 4.46471 -1.060 -3.183 -1.696 -0.586
C -8.78258 3.73616 3.68959 -2.940 5.785 6.084 0.628
C -7.79784 3.04527 3.21954 4.425 -5.548 -5.176 -0.044
C -6.80518 3.69930 2.67102 -0.204 -0.290 -0.584 -0.727
C -6.65525 5.07595 3.07187 4.895 0.843 -0.775 0.242
N -7.31146 6.11751 3.67788 -0.547 -5.365 -0.512 -0.635
C -8.41951 5.35951 4.13894 -3.722 2.863 2.202 0.608
N -9.33685 5.98939 5.07387 1.772 -4.260 -4.489 -0.636
H -7.99081 1.25806 3.72902 -0.118 -1.302 -0.265 0.286
H 1.33178 -7.43931 -3.03581 1.326 -4.295 -1.467 -0.096
H -5.48321 4.96619 2.76844 -2.028 2.854 1.079 0.255
N 3.39513 -2.59569 -4.23733 0.143 0.373 -3.370 -0.730
C 2.65887 -2.10189 -2.70704 2.162 -0.681 -3.817 -0.337
C -5.10401 -0.53795 -4.39404 -2.871 2.081 2.539 -0.231
N -4.70170 -0.93255 -3.29480 1.389 -0.699 -0.982 -0.281
H 4.37379 -2.28646 -4.63699 -1.976 -0.397 2.398 0.234
H -2.49144 1.61378 4.54617 4.014 1.304 -1.461 0.260
H 2.84403 -2.18317 -5.19641 1.126 -1.264 3.934 0.280
H 3.50987 -1.70764 -2.15006 -0.445 0.866 -0.321 0.103
H 2.16621 -1.53740 -3.54561 -0.978 0.543 2.951 0.254
H -4.94677 0.16792 -5.18547 1.862 -0.507 -1.102 0.288
H -6.15645 -0.17781 -4.12353 -0.394 -0.921 -0.496 0.222
H 1.62286 -8.38454 -3.35864 -1.326 4.300 1.471 0.099
H -4.30098 -2.08692 8.03509 -0.680 -0.078 -0.964 -0.005
O -7.85542 1.34797 2.76988 -0.583 4.173 2.182 -0.528

(2)
19
Properties=species:S:1:pos:R:3:forces:R:3:mulliken_charge:R:1 method="wB97M-V/def2-TZVPD" multiplicity=1 de_lowest_kj_mol=148.5 e_lumo_ev=0.40 orbital_gap_ha=0.38864
C -0.04978 -1.96654 0.91793 -0.514 1.377 0.443 0.124
C -1.23437 1.18942 -0.07504 -0.841 0.993 -2.183 -0.449
C -0.93575 0.56157 1.23549 -2.726 -0.982 4.257 -0.708
C -0.77132 -0.14515 -0.69466 1.971 0.258 -1.254 0.076
C -0.19751 -0.57946 0.61669 4.595 0.659 0.097 0.393
C 0.19636 -0.00319 -1.86795 -5.192 0.045 -2.799 -1.530
C 1.86560 -0.14225 0.79757 -2.943 0.196 -1.812 0.576
N 0.17250 -3.05814 1.14990 0.155 -1.552 0.218 -0.486
F 2.65306 -0.72288 -0.12496 -0.584 -0.311 0.668 -0.240
F 2.02077 1.18445 0.59313 -0.224 -0.278 0.603 -0.242
F 2.23367 -0.47937 2.00643 0.188 0.007 0.205 -0.227
H -2.32406 1.32672 -0.41435 1.633 0.547 1.031 0.309
H -0.55810 2.09149 -0.29170 -1.154 -1.383 0.037 0.210
H -0.48432 1.15620 2.03375 0.236 -0.140 -0.206 0.291
H -1.89998 0.11949 1.74577 1.570 0.816 -0.898 0.271
H -1.62880 -0.78461 -0.85505 -0.186 -0.166 -0.602 0.518
H 0.99384 0.62555 -1.72299 1.711 1.588 0.669 0.439
H -0.57015 0.50802 -2.66100 2.147 -0.835 1.361 0.324
H 0.51834 -0.88133 -2.38897 0.157 -0.837 0.163 0.353

(3)
9
Properties=species:S:1:pos:R:3:forces:R:3:mulliken_charge:R:1 method="wB97M-V/def2-TZVPD" multiplicity=9 de_lowest_kj_mol=891.0 e_lumo_ev="-0.49 / -1.58" orbital_gap_ha="0.22841 / 0.18516"
F 0.63776 -1.48360 -1.34716 -1.654 3.296 0.935 -0.370
O 0.13837 1.10796 0.93779 3.018 0.827 -0.025 -0.347
C 0.07656 -0.21130 -0.53109 0.674 -4.293 0.564 0.281
C 0.05549 1.29128 -0.51158 -1.588 0.723 -0.614 -0.350
C 0.43334 -0.29075 0.77501 -0.458 -1.000 -0.334 -0.544
H -0.26180 2.35485 -0.52295 -4.022 -0.248 0.544 0.270
H 0.25229 1.60817 -1.55821 4.709 -0.236 -0.367 0.293
Gd 0.23930 -2.65832 1.98478 -1.310 2.321 -1.943 0.910
H -1.57130 -1.71828 0.77341 0.632 -1.390 1.239 -0.143